# 1
Molecular formula: C28H36F8N4O32
Method: DFT, the ωB97M-V functional and the def2-TZVPD basis

For the HOMO energy, the calculation gives -0.4082 Eh. Its multiplicity is 1. As for the energy above the lowest of the compared OMol25 structures with the same formula, charge and spin: 10.00 kcal per mole. The value obtained for the HOMO-LUMO gap is 10.38 eV.

Geometry as XYZ:
```
108
Properties=species:S:1:pos:R:3:mulliken_charge:R:1
O 1.05822 2.30206 -2.99460 -0.34
C 0.64679 2.43528 -4.09978 0.24
O 1.04166 3.38569 -4.94170 -0.45
C 0.29966 3.28783 -6.18607 -0.56
C -0.53319 2.03806 -5.98310 0.35
F -0.11344 1.05224 -6.84030 -0.34
O -0.32857 1.67939 -4.64166 0.25
H -0.23421 4.24088 -6.17957 0.27
H 0.94825 3.27430 -7.05748 0.31
H -1.61454 2.15055 -6.09190 0.25
O -3.89226 3.49543 1.40774 -0.59
C -3.93771 2.31495 1.38792 0.26
O -2.87375 1.48909 1.17393 0.06
C -3.30896 0.13928 1.15329 0.43
C -4.63471 0.24046 1.93046 0.15
F -4.46578 0.03068 3.26586 -0.30
O -4.99161 1.58798 1.75110 -0.37
H -3.61762 -0.13537 0.14140 -0.03
H -2.68789 -0.59821 1.64782 -0.11
H -5.41281 -0.39732 1.51464 0.42
O 1.39630 -5.12930 5.35900 -0.52
C 1.26932 -4.03642 4.93356 0.53
O 1.48322 -2.89723 5.61835 -0.39
C 1.04618 -1.78277 4.84257 0.16
C 0.58057 -2.39754 3.51175 0.52
F 1.20249 -1.83588 2.43098 -0.18
O 0.92041 -3.75224 3.66355 -0.28
H 0.20109 -1.31431 5.33765 0.29
H 1.84791 -1.09072 4.59341 -0.09
H -0.49813 -2.29419 3.38395 0.05
O -2.91995 -1.99496 -6.26399 -0.52
C -2.52546 -1.77703 -5.17437 0.47
O -1.35099 -1.20764 -4.89404 -0.45
C -1.14745 -1.18459 -3.48470 0.72
C -2.46847 -1.65401 -2.90424 1.16
F -3.08614 -0.59569 -2.25512 -0.24
O -3.21637 -2.04378 -4.02503 -0.41
H -0.33745 -1.88634 -3.24788 -0.52
H -0.74455 -0.21759 -3.18412 -0.21
H -2.27885 -2.47067 -2.20772 -0.10
O 5.01368 -0.59466 -5.11978 -0.54
C 4.22640 -1.19556 -4.47626 0.53
O 4.39626 -1.72369 -3.26775 -0.38
C 3.18854 -2.38065 -2.82983 0.22
C 2.16869 -1.80886 -3.79985 0.39
F 1.59889 -0.69250 -3.23824 -0.29
O 2.95155 -1.38219 -4.88597 -0.41
H 3.33579 -3.44652 -3.00081 0.17
H 2.99879 -2.21322 -1.77610 -0.19
H 1.40777 -2.46062 -4.21947 0.49
O 5.52003 2.62365 5.84979 -0.51
C 4.56174 2.51594 5.15967 0.46
O 3.67603 3.52163 4.89595 -0.37
C 2.75081 3.13452 3.89088 0.69
C 2.99559 1.61346 3.86004 0.30
F 2.90114 1.11991 2.60996 -0.21
O 4.29004 1.45610 4.38381 -0.41
H 1.69487 3.27367 4.12015 -0.24
H 2.92413 3.62377 2.93057 -0.01
H 2.33468 1.09337 4.55636 0.23
O 1.82073 -5.31328 -2.08173 -0.53
C 2.03740 -5.19729 -0.92567 0.67
O 1.41041 -5.92502 0.00926 -0.39
C 2.21856 -5.87195 1.20842 -0.49
C 2.59419 -4.40217 1.06497 1.10
F 3.64611 -4.10181 1.87066 -0.33
O 2.94682 -4.38237 -0.31388 -0.33
H 1.62078 -6.09236 2.08749 0.32
H 3.07278 -6.53867 1.10710 0.35
H 1.75082 -3.74431 1.25954 -0.38
O -0.59287 0.86297 4.18705 -0.43
C -0.87036 1.91288 3.71862 0.15
O -1.92875 2.68196 4.13319 -0.36
C -1.58992 4.00441 3.76154 -0.52
C -0.93156 3.76998 2.42994 0.72
F -0.09671 4.77939 2.05765 -0.37
O -0.26837 2.51029 2.66398 0.57
H -2.45488 4.65178 3.64177 0.37
H -0.86396 4.47276 4.43264 0.36
H -1.53720 3.56114 1.54732 -0.23
C 0.33863 0.65098 -0.07460 -0.15
N 0.14349 -0.80724 -0.25233 1.09
O -0.95892 -1.33338 -0.07585 -0.57
O 1.13482 -1.48197 -0.50998 -0.28
H 1.01789 0.99097 -0.85446 0.29
H 0.95705 0.71366 0.82258 0.18
H -0.64004 1.11117 -0.03918 -0.57
C 0.88643 4.23641 -0.72364 -0.63
N 1.99013 3.94868 0.21389 1.07
O 2.36792 2.80252 0.31305 -0.50
O 2.48842 4.85196 0.83008 -0.61
H 0.24319 3.36503 -0.66768 -0.05
H 1.23948 4.43665 -1.72714 0.40
H 0.37019 5.08789 -0.28700 0.30
C -3.98859 3.68879 -1.94831 -0.90
N -2.71621 3.13845 -2.45936 0.77
O -2.03345 2.52820 -1.67372 -0.25
O -2.40298 3.40116 -3.59509 -0.56
H -4.45294 4.40851 -2.60731 0.33
H -3.85154 4.09099 -0.94499 0.25
H -4.62659 2.81971 -1.77249 0.31
C -1.84186 -4.72579 0.59290 -0.32
N -2.59457 -4.63553 1.88166 0.96
O -2.34364 -3.70055 2.60193 -0.55
O -3.37610 -5.52653 2.10414 -0.57
H -2.32559 -4.11564 -0.16174 0.22
H -1.80591 -5.74797 0.23594 0.30
H -0.85939 -4.36333 0.88416 -0.09
```

***

# 2
Molecular formula: C28H36N5O7Sn
Method: DFT, the ωB97M-V functional and the def2-TZVPD basis

For the HOMO energy, the calculation gives -0.1790 Eh. Its multiplicity is 1. As for the energy above the lowest of the compared OMol25 structures with the same formula, charge and spin: 31.03 kcal per mole. The value obtained for the HOMO-LUMO gap is 7.18 eV. The total charge is -1.

Geometry as XYZ:
```
77
Properties=species:S:1:pos:R:3:mulliken_charge:R:1
Sn -0.45708 -1.47263 1.89471 0.98
N -2.50600 -2.67984 1.33644 -0.39
C -3.27984 -2.83123 2.56207 -0.22
C -2.34682 -3.18127 3.72909 0.43
O -2.79274 -3.81957 4.68687 -0.78
N -1.11057 -2.71694 3.57741 -0.10
C -0.08299 -3.07703 4.51426 -0.60
C 1.28750 -3.03776 3.82473 0.50
O 2.26036 -3.52718 4.37386 -0.74
O 1.31388 -2.44130 2.67168 -0.53
H -2.05502 -3.53572 1.02971 0.29
H -2.99676 -2.29563 0.53975 0.20
H -3.73163 -1.85976 2.78335 -0.06
H -4.07083 -3.58175 2.51485 0.34
H -0.02844 -2.38786 5.36745 0.21
H -0.24267 -4.07062 4.93724 0.35
C -2.92217 0.52913 -5.01339 -1.77
C -1.94255 0.36702 -3.88172 1.48
C -2.23299 0.92258 -2.64010 -1.07
C -1.35528 0.75110 -1.58094 -1.97
C -0.17445 0.05640 -1.75497 -0.53
C 0.14504 -0.48525 -3.00332 0.06
N 1.36514 -1.11248 -3.21851 0.00
C 2.28535 -1.46679 -2.21471 -0.14
C 3.60597 -1.04085 -2.33135 -0.32
C 4.54051 -1.35282 -1.35440 -0.51
C 4.14379 -2.05895 -0.23011 -0.91
C 2.82810 -2.48807 -0.11419 -0.71
C 1.89641 -2.23520 -1.11188 0.72
C 0.52068 -2.88539 -1.04740 0.38
O 0.17964 -3.57159 -2.00306 -0.73
O -0.20004 -2.66714 -0.00905 -0.55
C -0.76417 -0.35958 -4.06892 1.11
C -0.47987 -1.02408 -5.38903 -2.05
H -3.72363 1.21193 -4.73256 0.39
H -3.38053 -0.42532 -5.28540 0.35
H -2.44550 0.91999 -5.91511 0.33
H -3.15306 1.47908 -2.50555 0.29
H -1.57118 1.16792 -0.60456 0.66
H 0.49894 -0.05655 -0.91589 1.31
H 1.70864 -1.13092 -4.16131 0.33
H 3.88907 -0.44602 -3.19427 0.29
H 5.56589 -1.02049 -1.46545 0.40
H 4.84822 -2.28241 0.56037 0.45
H 2.52171 -3.03551 0.76529 0.48
H 0.17664 -1.88465 -5.26329 0.46
H -0.02163 -0.34519 -6.11687 0.32
H -1.39792 -1.39892 -5.84116 0.44
C -3.79732 2.40849 4.02884 -0.66
C -3.53907 1.56580 5.27747 -0.63
C -2.30342 0.78156 4.85578 -0.37
O -2.45681 0.54846 3.46009 -0.07
C -3.42443 1.43642 2.91042 -0.37
H -3.12994 3.27260 4.01362 0.28
H -4.82261 2.76842 3.94635 0.36
H -4.37237 0.88476 5.46277 0.28
H -3.37514 2.16015 6.17604 0.37
H -2.20397 -0.18526 5.35067 0.22
H -1.39024 1.36317 5.02942 0.25
H -4.29547 0.85693 2.58269 0.29
H -2.98723 1.93143 2.04109 0.16
N 0.56904 2.19018 0.93875 -0.49
C 1.35194 2.62994 0.21297 0.48
N 2.25978 3.12381 -0.62700 -0.04
C 3.49944 3.66297 -0.07975 -0.60
C 4.10899 4.58052 -1.12475 -0.58
O 4.32433 3.89419 -2.34301 -0.41
C 3.10597 3.39024 -2.87125 -0.90
C 2.44087 2.42937 -1.90661 0.06
H 4.20098 2.85044 0.14880 0.29
H 3.28100 4.20435 0.83991 0.46
H 5.08087 4.94594 -0.79506 0.35
H 3.44211 5.43724 -1.29184 0.34
H 3.35740 2.88099 -3.80065 0.37
H 2.42820 4.22490 -3.09376 0.41
H 3.06457 1.53915 -1.76680 0.15
H 1.46740 2.10794 -2.27584 0.14
```

***

# 3
Molecular formula: C28H36N5PTi
Method: DFT, the ωB97M-V functional and the def2-TZVPD basis

For the HOMO energy (spin up / spin down), the calculation gives -0.6214 / -0.6201 Eh. Its multiplicity is 2. As for the energy above the lowest of the compared OMol25 structures with the same formula, charge and spin: 1.23 kcal per mole. The value obtained for the HOMO-LUMO gap (spin up / spin down) is 6.77 / 6.73 eV. The total charge is +3. As for the expectation value of S²: 0.756.

Geometry as XYZ:
```
71
Properties=species:S:1:pos:R:3:mulliken_charge:R:1
Ti 0.34124 -0.54367 -1.01393 -0.36
C 0.55680 3.56006 -2.76473 -1.96
C 0.19395 2.22516 -2.21628 0.74
N 1.02901 1.27549 -1.96750 0.85
C 2.47291 1.40741 -2.16063 -0.66
C 3.15678 0.74457 -0.97635 -0.83
N 2.58428 -0.60538 -0.73864 0.13
C 3.16909 -1.67231 -1.58305 -0.79
C 2.20259 -2.83733 -1.63250 -0.76
N 0.91284 -2.35510 -2.19881 -0.27
C -0.16135 -3.38662 -2.19973 -1.04
C -0.96892 -3.26124 -0.91381 -0.61
N -1.32071 -1.83897 -0.83318 0.82
C -2.52216 -1.37483 -0.87728 0.07
C -3.76722 -2.18262 -0.77189 -2.02
C -2.56890 0.09470 -1.18040 1.23
C -3.71895 0.86738 -1.29110 -0.80
C -3.58976 2.17747 -1.73468 -1.21
C -2.33836 2.68850 -2.07231 -0.73
C -1.23217 1.86798 -1.91610 0.73
N -1.36538 0.61096 -1.47079 0.53
H 1.05785 3.44120 -3.72759 0.43
H 1.25337 4.06671 -2.09273 0.45
H -0.30383 4.20271 -2.90680 0.43
H 2.78371 2.44884 -2.25130 0.59
H 2.72627 0.90921 -3.10270 0.29
H 2.98057 1.32499 -0.06599 0.32
H 4.23810 0.68889 -1.13064 0.41
H 2.79758 -0.82279 0.23512 -0.02
H 4.14285 -1.98510 -1.19837 0.46
H 3.33408 -1.27445 -2.58859 0.37
H 2.00999 -3.22869 -0.62680 0.36
H 2.59421 -3.66341 -2.23185 0.47
H 1.10269 -2.11100 -3.17067 0.30
H 0.26006 -4.38829 -2.31521 0.44
H -0.80491 -3.18855 -3.05893 0.41
H -0.36372 -3.53038 -0.04299 0.15
H -1.84620 -3.90906 -0.92121 0.60
H -3.68589 -2.90693 0.03782 0.47
H -3.93830 -2.73126 -1.70215 0.35
H -4.64099 -1.56625 -0.59114 0.54
H -4.69111 0.46092 -1.05827 0.40
H -4.46816 2.79993 -1.83849 0.52
H -2.24531 3.69707 -2.44443 0.39
C -0.34886 -2.08146 2.37698 -1.82
P 0.08987 -0.49325 1.60347 2.15
C 1.55891 0.06273 2.49723 1.07
C 2.61454 -0.84646 2.65028 -0.69
C 3.77260 -0.47313 3.31112 -0.82
C 3.88955 0.81250 3.82755 -0.70
C 2.84084 1.70921 3.69683 -0.74
C 1.67587 1.33949 3.03833 -0.46
C -1.28927 0.62896 1.91038 0.58
C -1.22365 1.93422 1.41722 -0.51
C -2.27729 2.80999 1.60938 -0.95
C -3.42155 2.38506 2.27691 -0.84
C -3.50161 1.08666 2.75458 -0.80
C -2.43959 0.20986 2.57763 -0.80
H -0.50507 -1.93028 3.44754 0.52
H 0.46622 -2.79582 2.25764 0.45
H -1.25254 -2.50177 1.93791 0.49
H 2.52137 -1.87553 2.31093 0.35
H 4.57008 -1.19022 3.44705 0.49
H 4.78789 1.10293 4.35305 0.45
H 2.91831 2.69795 4.12599 0.48
H 0.85849 2.04746 2.98028 0.47
H -0.32873 2.28821 0.90806 0.50
H -2.20016 3.83064 1.25959 0.51
H -4.23964 3.07232 2.44112 0.50
H -4.37892 0.75861 3.29454 0.50
H -2.51618 -0.78483 2.99601 0.44
```